The following is a DFT calculation (ωB97M-V/def2-TZVPD) of a structure of composition C51H97F7InO14 at a distorted geometry.

Element x y z (Å)
C 3.198914 -2.601585 0.017753
C 2.124487 -1.537576 -0.171868
C 2.536447 -0.293651 -0.992509
C 3.884370 0.299918 -0.544410
In 0.810517 1.107887 -0.907385
C -0.192609 1.297907 -2.909340
C -0.891859 -0.055748 -3.131606
C -2.423272 -0.003538 -3.133560
C -3.009791 1.037675 -2.166145
C -4.372053 0.528915 -1.620290
C -4.174159 0.293032 -0.124055
O -5.063152 -0.713950 0.432396
C -4.293257 -1.684841 1.010689
C -3.619942 -2.667341 0.085768
O -4.141224 -1.738276 2.174614
C 1.288861 3.141376 0.035198
F 2.584088 3.106495 0.502000
F 1.234489 4.216328 -0.811698
C 0.452854 3.389873 1.287271
F 0.583394 2.298667 2.041304
F 0.926809 4.394597 2.044951
C -1.074124 3.568518 1.033086
F -1.353368 3.943637 -0.185093
F -1.754823 2.483069 1.260117
F -1.541830 4.488970 1.877173
H 2.777030 -3.435323 0.582965
H 3.570408 -2.912738 -0.957693
H 4.057993 -2.229302 0.571118
H 1.252629 -1.969155 -0.664691
H 1.777290 -1.150416 0.793266
H 2.675519 -0.648448 -2.018220
H 4.686507 -0.435107 -0.632413
H 4.122606 1.120135 -1.222631
H 3.813451 0.683528 0.470573
H -0.412741 0.302566 0.151794
H 0.587065 1.458501 -3.651570
H -0.847455 2.169678 -2.944184
H -0.509873 -0.517199 -4.040611
H -0.617925 -0.733862 -2.317159
H -2.801397 0.112828 -4.150259
H -2.758071 -0.985054 -2.790325
H -2.326907 1.281800 -1.355047
H -3.183679 1.964405 -2.708533
H -5.130371 1.290917 -1.792817
H -4.699223 -0.360571 -2.150240
H -3.143988 -0.016486 0.045094
H -4.301267 1.248190 0.384566
H -2.879638 -3.252876 0.607528
H -4.364620 -3.279663 -0.411528
H -3.102699 -2.095553 -0.683562
C -3.878076 6.533538 -3.793330
C -2.754713 5.532948 -3.637753
O -2.825918 4.436234 -4.147561
C -1.564714 5.977660 -2.827917
H -4.672463 6.095520 -4.395269
H -4.281104 6.796243 -2.813742
H -3.510708 7.432523 -4.291732
H -1.878835 6.218061 -1.810287
H -1.104004 6.849949 -3.291055
H -0.829505 5.174785 -2.787436
C 4.564806 -7.427263 0.391914
C 3.288770 -6.661480 0.118906
O 3.049967 -6.220716 -0.980945
C 2.324610 -6.452661 1.257535
H 5.155546 -7.481131 -0.520983
H 5.148883 -6.917615 1.160590
H 4.328692 -8.441106 0.720369
H 2.807451 -5.887257 2.055795
H 1.969705 -7.410055 1.645524
H 1.476732 -5.888129 0.892907
C 7.769580 -3.284721 1.868962
C 7.088238 -1.941313 1.999170
O 6.002274 -1.736905 1.515445
C 7.828031 -0.866310 2.761517
H 7.130619 -3.958070 1.300827
H 8.720147 -3.173038 1.344349
H 7.944946 -3.712679 2.857799
H 8.781061 -0.651293 2.274842
H 8.005951 -1.190762 3.788510
H 7.227532 0.040807 2.777005
C -1.479527 -7.451894 0.032420
C -2.786198 -6.705350 -0.004440
O -3.208529 -6.216698 -1.030432
C -3.552032 -6.588696 1.292295
H -1.037082 -7.457275 -0.961893
H -0.791758 -6.959333 0.722842
H -1.645992 -8.482745 0.347639
H -2.950178 -6.061480 2.034935
H -3.810613 -7.582975 1.660827
H -4.469073 -6.027855 1.118318
C -1.262663 -12.675082 -0.332914
C -1.036305 -11.359282 -1.041052
O -0.372238 -10.480658 -0.544507
C -1.677561 -11.189619 -2.397277
H -0.748750 -12.661648 0.626148
H -2.329339 -12.827899 -0.160201
H -0.867942 -13.495783 -0.934247
H -2.761900 -11.279279 -2.311949
H -1.300337 -11.947238 -3.086463
H -1.435748 -10.204077 -2.789665
C 0.841582 10.527085 -2.038501
C 0.395198 9.098945 -1.831812
O 0.295316 8.327222 -2.757258
C 0.079762 8.674713 -0.417814
H 1.034613 10.695623 -3.096050
H 0.060965 11.214248 -1.707540
H 1.757986 10.716401 -1.477304
H -0.733650 9.283052 -0.017894
H 0.964250 8.786197 0.211392
H -0.224635 7.630007 -0.412424
C -6.815895 0.020159 6.485622
C -6.689325 -1.310001 5.777132
O -7.174533 -2.316516 6.245106
C -5.935695 -1.318052 4.472679
H -7.378168 -0.112744 7.408346
H -5.825354 0.408870 6.728227
H -7.343243 0.732855 5.849425
H -4.909853 -0.984544 4.630680
H -6.426320 -0.661601 3.752418
H -5.914641 -2.326199 4.069273
C 4.002395 7.344681 3.066287
C 3.683044 6.683454 4.385931
O 4.355136 6.886954 5.372684
C 2.491514 5.761619 4.411029
H 4.878801 7.979675 3.183091
H 4.211935 6.586161 2.310374
H 3.160110 7.959013 2.743627
H 2.641350 4.940709 3.709481
H 1.588026 6.311596 4.143023
H 2.371426 5.352508 5.412403
C -0.806148 -2.723961 2.647424
C 0.269047 -3.742100 2.921836
O 0.219904 -4.864746 2.459120
C 1.417801 -3.302979 3.793815
H -1.567601 -3.167620 2.009235
H -1.270486 -2.405185 3.582341
H -0.380477 -1.856581 2.137855
H 1.047872 -3.011020 4.778026
H 1.933309 -2.460063 3.330073
H 2.120668 -4.126702 3.910080
C -2.008839 2.216791 4.119179
C -2.186187 1.268134 5.278970
O -1.681758 0.168878 5.289786
C -3.029352 1.752918 6.438145
H -1.388740 1.748000 3.366467
H -2.979168 2.456132 3.681205
H -1.521575 3.132721 4.460595
H -4.042008 1.974122 6.095442
H -2.585757 2.650262 6.872825
H -3.076274 0.977479 7.201078
C 3.838092 3.773424 -3.699543
C 4.192098 2.529677 -4.482185
O 3.786025 1.444333 -4.150557
C 5.075792 2.707695 -5.697983
H 3.202175 3.502416 -2.858215
H 4.745390 4.246660 -3.318452
H 3.298074 4.476123 -4.337445
H 6.036079 3.135061 -5.403060
H 4.588806 3.364500 -6.421158
H 5.248468 1.738731 -6.162284
C -0.719382 3.407432 -6.046970
C -0.898894 2.339098 -7.096021
O -0.768953 1.163589 -6.847734
C -1.254960 2.807669 -8.491510
H -0.469300 2.943915 -5.094926
H 0.091802 4.080114 -6.340192
H -1.642143 3.968771 -5.931132
H -0.468017 3.457081 -8.879591
H -2.201761 3.350259 -8.472501
H -1.355841 1.944818 -9.147768

Atoms 1-2, force components in eV/Å:
-0.1 0.4 0.1
0.1 0.8 0.0

Output
Total energy: -107320.48732 eV
LUMO energy: 1.9 eV
HOMO-LUMO gap: 6.2 eV
Net charge: -1